The following is a DFT calculation (wB97M-V/def2-TZVPD) of the ion C7H7N2O4S with charge -1.

Its energy above the lowest of the compared OMol25 structures with the same formula, charge and spin is 30.69 kJ/mol. The LUMO energy comes out at 3.2 eV. Its net charge is -1. The highest occupied orbital energy is -4.502 eV. As for the structure (SMILES): O=S1(=O)N[C@]([O-])(NO)c2ccccc21.

CARTESIAN COORDINATES (ANGSTROEM)
H: 0.7815 3.1374 -0.0324
C: 1.4900 -1.2859 0.3432
N: 2.8112 -0.6385 0.2187
O: 3.1462 1.4976 -1.2766
H: -1.3201 -1.1914 0.5138
C: 0.4465 -0.1199 0.2906
O: 1.2682 -1.9913 1.4913
H: -2.7796 0.8049 0.4712
N: 1.2485 -2.1927 -0.9300
O: 3.3513 1.7786 1.0642
C: -1.6652 0.8764 0.1768
C: -1.2156 2.1625 -0.0089
C: -0.9443 -0.2747 0.4114
C: 0.9405 1.1034 -0.0130
H: 0.7761 -3.1767 0.7005
H: -1.8517 2.9962 -0.2174
S: 2.7003 1.0349 0.0094
O: 0.5373 -3.3488 -0.3808
C: 0.1461 2.2069 -0.1270
H: 0.5096 -1.5543 -1.3889
H: 3.2996 -0.9802 1.0044

=====

The following is a DFT calculation (wB97M-V/def2-TZVPD) of a structure of composition C39H40BaN3O2Se2.

Its energy above the lowest of the compared OMol25 structures with the same formula, charge and spin is 53.78 kJ/mol. The LUMO energy comes out at 1.9 eV. Its net charge is -1. The highest occupied orbital energy is -3.731 eV.

CARTESIAN COORDINATES (ANGSTROEM)
C: -2.9382 -2.6861 2.9361
H: 5.7769 1.0823 -1.0125
H: -0.6314 3.6061 2.4988
C: 0.4502 -2.7635 -2.0827
C: 5.3171 2.9049 -2.7565
C: -1.6546 3.7153 2.1352
O: 4.0422 0.1742 -0.5501
H: 5.5700 2.2264 -3.5828
C: -1.7172 3.6082 0.6378
C: -2.4986 -1.4264 2.5507
C: 3.2694 -1.7485 3.4185
C: 4.2082 2.2653 -1.8960
C: 2.9202 2.1573 -2.7863
O: 5.0130 4.1968 -3.2776
Ba: 0.8332 0.4068 -0.2156
H: -2.6244 -2.4197 6.3001
H: 0.3097 -6.0803 -1.4560
H: -1.7555 3.1981 -3.2049
Se: 2.0606 0.3626 -3.1295
H: -0.0233 4.8801 0.3068
C: 0.1914 -4.1286 -2.3071
C: -4.7396 -1.3544 0.4472
H: -2.0100 4.6887 2.4821
H: -3.6603 -2.1319 -3.1700
C: -2.1735 -0.8669 4.8817
H: 4.1233 4.1470 -3.6433
C: -0.8114 4.1584 -1.5415
C: 2.1002 -5.0180 2.0310
Se: 2.4253 3.0696 0.4923
H: -4.1615 1.0568 -1.3188
H: -1.7525 0.4469 3.2286
C: -2.7034 2.6512 -1.3610
C: 1.4816 -5.4733 0.9307
H: 2.4230 -5.6955 2.8115
C: -3.7508 1.7928 -2.0123
C: -5.3251 -1.8899 -1.8248
H: 2.1781 2.8324 -2.3598
C: -1.7647 3.3348 -2.1281
H: -5.0404 -1.1447 1.4671
H: 0.2489 -2.0228 -2.8497
C: 4.0243 3.1934 -0.6654
H: 4.9302 3.0988 -0.0607
C: -5.7049 -1.6030 -0.5232
H: 1.1336 4.9977 -1.7757
C: -2.9733 -3.0479 4.2776
H: -1.8778 -0.1479 5.6355
H: 0.4727 4.3031 -3.2601
C: -3.9732 -1.9116 -2.1573
C: 4.8092 0.9127 -1.4968
H: -3.2955 -4.0419 4.5620
C: 3.0525 -3.0921 3.3148
H: -3.3466 2.2111 0.6277
C: 2.3598 -3.6021 2.2048
C: 1.9360 -2.6987 1.2375
C: 1.0758 -4.5659 -0.1256
H: 6.2138 3.0514 -2.1475
H: -2.2682 2.9505 2.6121
C: -2.1189 -0.5223 3.5424
H: -0.2384 -4.4382 -3.2484
H: -3.2458 -3.4006 2.1811
N: 0.9655 -2.3133 -0.9602
N: 2.1122 -1.3654 1.3757
H: 3.1655 2.5039 -3.7930
C: -3.3900 -1.3524 0.1232
H: 4.0225 4.2147 -1.0520
C: 1.2911 -3.1981 0.0131
H: -4.5803 2.4027 -2.3798
H: -3.3493 1.2469 -2.8676
C: -0.8058 4.2911 -0.1561
H: -1.9682 -1.5963 -1.4278
H: 3.4149 -3.7732 4.0757
H: 3.8109 -1.3223 4.2517
C: 2.7456 -0.8949 2.4279
C: -2.6569 2.7888 0.0214
C: -3.0239 -1.6310 -1.1912
C: -2.2961 -1.0146 1.1141
N: -1.2271 -0.4726 0.7653
H: -6.7536 -1.5749 -0.2567
H: 2.8734 0.1812 2.4801
H: 1.2896 -6.5312 0.8019
C: -2.5941 -2.1391 5.2551
C: 0.4953 -5.0212 -1.3195
H: -0.1272 5.8578 -2.6842
H: -6.0740 -2.0923 -2.5801
H: 4.9665 0.2936 -2.3879
H: 3.2994 -0.1214 -1.1093
C: 0.2229 4.8746 -2.3641

=====

The following is a DFT calculation (wB97M-V/def2-TZVPD) of an isolated molecule of FHN2O2.

Its energy above the lowest of the compared OMol25 structures with the same formula, charge and spin is 0.00 kJ/mol. The LUMO energy comes out at -0.1 eV. Its net charge is 0. The highest occupied orbital energy is -11.803 eV. As for the structure (SMILES): O=[N+]([O-])NF.

CARTESIAN COORDINATES (ANGSTROEM)
O: -1.6366 -0.2718 -0.0387
N: 0.6077 -0.2836 0.2482
N: -0.5910 0.3415 -0.0102
F: 0.7296 -1.6039 -0.0634
H: 1.3301 0.2678 -0.1030
O: -0.4398 1.5500 -0.0328

=====

The following is a DFT calculation (wB97M-V/def2-TZVPD) of a cluster of 2 separate species, Cl2HN3 in total.

Its energy above the lowest of the compared OMol25 structures with the same formula, charge and spin is 111.68 kJ/mol. The LUMO energy (alpha / beta) comes out at -1.4 / -1.6 eV. Its net charge is 0. The highest occupied orbital energy (alpha / beta) is -9.189 / -10.369 eV.

CARTESIAN COORDINATES (ANGSTROEM)
Cl: 0.5049 -1.4701 -0.1961
N: 1.3346 -0.2664 0.5714
Cl: -2.7690 0.2281 -0.3939
N: -0.9757 0.5198 -0.2690
H: 2.2519 -0.3748 0.1176
N: -0.3467 1.3634 0.1700

=====

The following is a DFT calculation (wB97M-V/def2-TZVPD) of a structure of composition C4H6KO3.

Its energy above the lowest of the compared OMol25 structures with the same formula, charge and spin is 142.61 kJ/mol. The LUMO energy (alpha / beta) comes out at -7.3 / -12.7 eV. The spin multiplicity is 2. Its net charge is +2. The highest occupied orbital energy (alpha / beta) is -19.395 / -19.397 eV.

CARTESIAN COORDINATES (ANGSTROEM)
H: 0.1094 2.5695 -1.1792
C: -0.4666 0.2102 1.2306
H: 0.0203 -0.5299 1.8897
C: -1.4801 -3.1365 -0.0356
H: -1.4280 0.1489 0.7088
O: -1.0739 -3.0349 -1.1208
C: 0.8243 0.8413 0.3990
H: 1.7901 0.8236 0.9183
H: 1.9676 2.4290 -0.6969
H: -0.7069 1.0771 1.8638
O: -1.7129 -2.7688 1.0405
K: 0.3139 -1.2873 -3.2827
C: 0.9581 2.0128 -0.7774
O: 0.8847 0.6451 -0.9580

=====

The following is a DFT calculation (wB97M-V/def2-TZVPD) of a structure of composition C7H10.

Its energy above the lowest of the compared OMol25 structures with the same formula, charge and spin is 395.83 kJ/mol. The LUMO energy comes out at 1.1 eV. Its net charge is 0. The highest occupied orbital energy is -8.467 eV.

CARTESIAN COORDINATES (ANGSTROEM)
C: 0.4233 0.2144 0.2746
H: 1.2680 1.3186 1.9906
C: -0.8581 0.1515 -1.4312
C: -1.7363 -0.5083 -0.3938
H: 0.0658 -0.8073 2.2356
C: 1.4770 0.8157 1.0679
H: 0.9768 -1.1736 -1.4330
C: -1.0221 0.7341 -0.0419
C: 0.6186 -0.1623 -1.2020
H: -1.1896 -1.3760 0.1799
H: -1.4580 1.6671 0.2999
H: -1.2505 0.5265 -2.3659
H: 1.2416 -1.6657 1.1290
H: 2.4522 1.0805 0.6363
H: 1.2596 0.5644 -1.7110
C: 0.5574 -0.8459 1.2692
H: -2.8256 -0.5339 -0.5040

=====

The following is a DFT calculation (wB97M-V/def2-TZVPD) of an isolated molecule of C12H17N3O3S.

Its energy above the lowest of the compared OMol25 structures with the same formula, charge and spin is 1104.68 kJ/mol. The LUMO energy comes out at 0.5 eV. Its net charge is 0. The highest occupied orbital energy is -7.915 eV. As for the structure (SMILES): CNC(=S)NNC(=O)Cc1ccc(OC)c(OC)c1.

CARTESIAN COORDINATES (ANGSTROEM)
O: 2.9230 1.3250 2.2948
C: 1.7429 0.7621 2.0227
H: -3.4459 1.3841 -3.5337
C: 0.4026 -1.7454 -1.3186
H: -1.4250 -1.5694 1.6708
H: 2.6323 2.2349 4.3296
C: 0.8162 -1.2180 0.9445
H: 0.0124 -3.2230 0.2695
H: -2.3749 1.7276 -5.4291
C: 1.8900 -0.5548 1.0726
H: -0.3897 -0.5883 -3.3905
O: 1.1713 -1.5372 -2.0833
N: -0.9688 -1.3050 -1.6057
H: -1.2982 0.1946 3.1217
S: -3.2558 0.1446 -1.2412
C: 0.8727 0.8856 2.7860
O: 0.5755 1.8917 3.7175
N: -2.6872 0.8864 -3.7124
H: 1.2196 3.1860 4.8678
C: 3.9401 1.1855 1.4692
H: 2.7472 -0.5570 0.4655
C: 1.6614 2.5063 4.2212
C: -0.4518 -1.0194 1.6874
H: -1.7526 -0.1483 -5.4423
H: 1.9234 3.1346 3.3776
H: 4.5688 0.1555 1.4657
C: -1.9243 0.8791 -4.8425
H: 3.9183 1.1276 0.3872
H: 4.7672 1.8903 1.7913
N: -1.3217 -0.7474 -2.7478
H: -1.6203 -1.5140 -0.8211
C: -2.3342 0.0208 -2.7490
C: 0.8366 -2.2943 -0.1254
H: 1.8748 -2.8994 -0.2530
C: -0.2195 -0.1003 2.5770
H: -0.9110 1.3517 -4.6059

=====

The following is a DFT calculation (wB97M-V/def2-TZVPD) of an isolated molecule of C3H6N2S2.

Its energy above the lowest of the compared OMol25 structures with the same formula, charge and spin is 266.04 kJ/mol. The LUMO energy comes out at -0.1 eV. Its net charge is 0. The highest occupied orbital energy is -8.413 eV. As for the structure (SMILES): CN/N=C/SC=S.

CARTESIAN COORDINATES (ANGSTROEM)
S: 1.4253 0.0813 -0.1080
H: -1.3802 -3.5823 0.0958
S: 1.0127 2.8023 0.8633
H: -2.9521 -3.4639 -0.6879
H: -1.4130 -3.0922 -1.8041
N: -1.1012 -0.7224 -0.4520
C: 0.4617 1.3324 0.4746
H: 0.4819 -2.1980 -0.3363
C: -1.8457 -3.0263 -0.7126
C: 0.0991 -1.1489 -0.3971
H: -2.9435 -1.2811 -0.8310
H: -0.6310 1.0950 0.4703
N: -2.1075 -1.6431 -0.2882

=====

Across the entries above, total energy takes the values -1079.5457 -6653.3958 -360.2557 -1085.0687 -980.9421 -272.5672 -1255.2357 -1023.7016 Ha, respectively.